Arrangement one

Here is a molecular structure, C3H9N3S from OMol25. Energies are from ωB97M-V/def2-TZVPD.

Results
Charge: 0
LUMO level in eV: 0.65
HOMO level in hartree: -0.3155
Kohn-Sham gap in eV: 9.24

XYZ file:
```
16
C3H9N3S, DFT ωB97M-V/def2-TZVPD
H 2.621 -0.373 1.162
N -0.853 -0.291 0.505
H 2.808 2.092 0.258
C -2.224 -0.482 -0.036
H -2.925 -1.232 0.579
N 1.867 1.884 0.002
N 2.253 -0.400 -0.007
H -2.302 -0.886 -1.348
S 1.591 -1.987 -0.151
H -0.593 1.619 -0.678
H -0.811 0.240 1.500
C -0.123 0.528 -0.562
H 0.208 -1.839 0.507
C 1.333 0.716 -0.085
H -0.048 -0.139 -1.438
H -2.802 0.551 -0.206
```


Arrangement two

Here is C3H9N3S in the gas phase from OMol25. Energies are from ωB97M-V/def2-TZVPD.

Results
SMILES: CN(C)/N=C\NS
Charge: 0
LUMO level in eV: 0.77
HOMO level in hartree: -0.3043
Kohn-Sham gap in eV: 9.05

XYZ file:
```
16
C3H9N3S, DFT ωB97M-V/def2-TZVPD
S -3.476 1.061 0.673
H 2.806 0.013 0.386
N 0.716 0.087 -0.187
H 1.593 -1.816 -0.625
C 0.856 -1.118 -1.023
H -0.102 -1.614 -1.088
H -1.409 0.920 -0.580
H 2.015 1.569 0.541
N 0.150 -0.226 1.140
C -1.083 0.048 1.214
N -1.876 0.552 0.216
H -4.052 -0.133 0.400
H 2.383 1.007 -1.075
H 1.048 -0.773 -2.044
C 2.023 0.693 -0.069
H -1.590 -0.270 2.121
```


Arrangement three

Here is C3H9N3S in the gas phase from OMol25. Energies are from ωB97M-V/def2-TZVPD.

Results
SMILES: CNC(=NS)NC
Charge: 0
LUMO level in eV: 0.82
HOMO level in hartree: -0.2877
Kohn-Sham gap in eV: 8.65

XYZ file:
```
16
C3H9N3S, DFT ωB97M-V/def2-TZVPD
N 0.419 0.629 -0.677
C -2.027 -0.715 0.278
H -2.917 -1.299 0.057
H 2.752 0.112 -0.891
N 1.356 -1.388 0.195
H -0.013 1.786 1.021
H -1.919 -0.683 1.358
H 1.665 1.437 0.763
H -0.794 -2.316 -0.164
H -2.175 0.243 -0.103
S 2.955 -0.825 0.038
H 0.885 2.591 -0.269
N -0.863 -1.334 -0.374
H -0.415 0.786 -1.247
C 0.360 -0.700 -0.250
C 0.732 1.675 0.265
```


arrangement three ends up most stable, edging out the next structure by 26.5 kcal/mol.


Arrangement one

Here is 4 unconnected molecules or ions with the total composition CH11N2O3 from OMol25. Energies are from ωB97M-V/def2-TZVPD.

Results
Charge: +1
LUMO level in eV: -4.22
HOMO level in hartree: -0.5320
Kohn-Sham gap in eV: 10.26

XYZ file:
```
17
CH11N2O3, DFT ωB97M-V/def2-TZVPD
H 2.718 -3.943 1.118
H 1.099 1.409 -3.677
O -0.122 2.962 0.704
H 0.618 1.614 -2.258
H -2.212 -0.968 -0.246
H 1.996 -3.273 0.053
H -0.247 1.090 0.072
H -1.367 -1.967 1.634
N -0.649 0.257 -0.368
N -1.257 -0.963 1.594
C -1.431 -0.508 0.363
H -0.856 -0.445 2.356
O 1.901 -3.444 0.999
H -0.487 3.310 1.527
H -0.715 0.132 -1.371
H 0.643 3.540 0.587
O 0.368 1.199 -3.088
```


Arrangement two

Here is 4 unconnected molecules or ions with the total composition CH11N2O3 from OMol25. Energies are from ωB97M-V/def2-TZVPD.

Results
Charge: +1
LUMO level in eV: -3.51
HOMO level in hartree: -0.5491
Kohn-Sham gap in eV: 11.43

XYZ file:
```
17
CH11N2O3, DFT ωB97M-V/def2-TZVPD
H 0.783 1.795 1.833
H 1.433 0.394 1.741
N -0.120 -1.924 -0.327
H 4.198 0.443 2.237
H -1.454 -1.351 -1.823
N -0.786 0.254 -0.795
H 4.309 -0.947 2.227
O 3.676 -0.295 2.608
H -3.835 1.075 -2.029
O 0.708 0.945 1.417
H -0.147 0.601 -0.042
H -0.556 -2.811 -0.135
H 0.727 -1.749 0.179
C -0.804 -1.034 -1.010
O -3.059 1.590 -2.289
H -1.598 0.845 -0.935
H -3.389 1.939 -3.123
```


arrangement two ends up most stable, edging out the next structure by 15.5 kcal/mol.


Arrangement one

Here is 4 unconnected molecules or ions with the total composition C2H14NO3 from OMol25. Energies are from ωB97M-V/def2-TZVPD.

Results
2S+1: 2
Charge: +2
LUMO level (spin up / spin down) in eV: -7.42 / -15.65
HOMO level (spin up / spin down) in hartree: -0.7094 / -0.7039
Kohn-Sham gap (spin up / spin down) in eV: 11.88 / 3.51

XYZ file:
```
20
C2H14NO3, DFT ωB97M-V/def2-TZVPD
N -0.404 -1.225 1.465
H 2.101 -2.052 1.765
C 0.885 -0.397 1.334
H -2.172 0.830 -0.303
H -2.085 1.930 -2.240
H 1.863 -1.060 3.176
H 1.072 -0.382 0.259
O -2.359 0.338 0.530
H 0.548 0.605 1.620
C 2.037 -1.012 2.102
H -1.218 -0.588 1.206
O 0.766 1.222 -4.104
H 3.016 -0.544 2.012
H -0.281 -1.666 2.380
H -0.839 1.026 -2.519
O -1.662 1.083 -1.990
H -0.426 -2.060 0.877
H -3.225 0.619 0.877
H 1.025 1.643 -4.974
H 1.358 1.690 -3.472
```


Arrangement two

Here is 4 unconnected molecules or ions with the total composition C2H14NO3 from OMol25. Energies are from ωB97M-V/def2-TZVPD.

Results
2S+1: 2
Charge: +2
LUMO level (spin up / spin down) in eV: -6.96 / -15.36
HOMO level (spin up / spin down) in hartree: -0.7734 / -0.7107
Kohn-Sham gap (spin up / spin down) in eV: 14.08 / 3.98

XYZ file:
```
20
C2H14NO3, DFT ωB97M-V/def2-TZVPD
C -0.195 -0.297 -1.961
O -0.061 2.693 -0.364
H -1.536 -0.635 0.207
H -0.726 3.364 -0.617
H 0.013 1.884 2.065
H -1.058 0.890 2.524
O 1.526 -0.723 0.994
H 0.812 -1.566 -0.775
O -0.124 0.938 2.343
H -0.105 0.561 -1.296
C -1.184 -1.588 -0.172
H 0.642 -0.173 -2.649
H 0.754 3.216 -0.370
H -2.097 -2.051 -0.538
H -1.116 -0.165 -2.521
H 2.375 -1.092 1.347
H -0.862 -2.180 0.680
N -0.111 -1.572 -1.215
H 0.992 -0.321 1.720
H -0.265 -2.396 -1.803
```


arrangement one ends up most stable, edging out the next structure by 2.3 kcal/mol.